{
  "formula": "C36H80F16N13O34S16",
  "method": "ωB97M-V with the def2-TZVPD basis set",
  "symbols": ["C", "C", "O", "N", "H", "H", "C", "H", "H", "H", "H", "H", "H", "C", "C", "C", "C", "C", "C", "N", "O", "C", "C", "C", "H", "H", "H", "H", "H", "H", "H", "H", "H", "H", "H", "H", "H", "H", "H", "H", "H", "H", "C", "C", "C", "N", "C", "C", "C", "C", "C", "H", "H", "H", "H", "H", "H", "H", "H", "H", "H", "H", "H", "H", "H", "H", "H", "H", "H", "C", "C", "C", "N", "C", "C", "C", "C", "C", "H", "H", "H", "H", "H", "H", "H", "H", "H", "H", "H", "H", "H", "H", "H", "H", "H", "H", "C", "C", "C", "N", "C", "C", "C", "C", "C", "H", "H", "H", "H", "H", "H", "H", "H", "H", "H", "H", "H", "H", "H", "H", "H", "H", "H", "N", "S", "O", "O", "F", "S", "O", "O", "F", "N", "S", "O", "O", "F", "S", "O", "O", "F", "N", "S", "O", "O", "F", "S", "O", "O", "F", "N", "S", "O", "O", "F", "S", "O", "O", "F", "N", "S", "O", "O", "F", "S", "O", "O", "F", "N", "S", "O", "O", "F", "S", "O", "O", "F", "N", "S", "O", "O", "F", "S", "O", "O", "F", "N", "S", "O", "O", "F", "S", "O", "O", "F"],
  "xyz": [[3.0531, 2.3681, 4.5699], [4.4606, 2.5120, 5.1460], [4.7482, 2.3747, 6.2850], [5.5015, 2.8052, 4.0747], [5.4648, 2.0670, 3.3864], [5.1440, 3.5877, 3.5455], [6.9964, 3.1167, 4.5603], [2.8641, 3.2976, 4.0329], [2.3455, 2.1440, 5.3682], [3.1109, 1.5540, 3.8474], [7.3234, 2.4666, 5.3717], [6.7961, 4.0784, 5.0327], [7.6151, 3.1103, 3.6629], [-1.0565, 1.1008, -1.1456], [-0.2362, 0.3014, -0.0026], [-0.3360, 1.0577, 1.4142], [0.3418, 0.3827, 2.5727], [0.2007, -1.1304, 2.5150], [-0.7724, -1.8070, 1.5838], [-0.7892, -1.0866, 0.1786], [-1.5274, -1.6374, -0.8043], [-2.2839, -1.9092, 2.1593], [-0.1191, -3.2478, 1.3365], [1.2706, 0.1271, -0.3401], [-0.7361, 2.1334, -1.2840], [-2.1421, 1.0079, -1.1777], [-0.8199, 0.5991, -2.0839], [-1.3830, 0.9523, 1.6987], [-0.2133, 2.1404, 1.3898], [0.0756, 0.7255, 3.5726], [1.4067, 0.6029, 2.6467], [0.0003, -1.5176, 3.5140], [1.2543, -1.3865, 2.4038], [-2.8873, -2.5727, 1.5398], [-2.7169, -0.9093, 2.1906], [-2.3960, -2.2559, 3.1866], [-0.1025, -3.8453, 2.2480], [0.8575, -3.2297, 0.8527], [-0.8327, -3.8594, 0.7843], [1.7266, -0.5568, 0.3758], [1.7497, 1.1061, -0.3254], [1.3302, -0.2328, -1.3673], [-1.4005, -4.9406, 5.0171], [-0.3006, -6.0547, 5.0900], [-0.3249, -6.9409, 3.9037], [0.5577, -8.2401, 4.1794], [2.0488, -8.0180, 4.5554], [0.5343, -9.0334, 2.8492], [0.7279, -10.4967, 3.2435], [0.5833, -10.6216, 4.7394], [-0.0027, -9.2740, 5.1971], [-1.2411, -4.2981, 5.8831], [-2.4326, -5.2805, 5.1027], [-1.3864, -4.4284, 4.0551], [-0.4125, -6.6615, 5.9885], [0.6504, -5.5431, 5.2384], [0.1474, -6.3471, 3.1211], [-1.2834, -7.3654, 3.6050], [2.4155, -7.1060, 4.0844], [2.5207, -8.9793, 4.3520], [1.9972, -7.7051, 5.5982], [1.2736, -8.6542, 2.1436], [-0.3898, -8.9026, 2.2862], [1.6941, -10.8400, 2.8736], [0.0394, -11.1976, 2.7714], [1.5262, -10.8198, 5.2490], [-0.0224, -11.4358, 5.1375], [0.0584, -8.9369, 6.2319], [-1.0725, -9.2445, 4.9905], [-5.9769, 3.8472, -7.5551], [-5.8308, 3.8506, -6.0249], [-4.3312, 3.6824, -5.6131], [-4.1735, 3.3880, -4.0927], [-2.7133, 3.0870, -3.8494], [-4.9799, 2.1338, -3.5459], [-6.2344, 2.7160, -2.9532], [-6.0623, 4.1835, -2.7771], [-4.6129, 4.6163, -3.2240], [-5.4223, 3.0100, -7.9789], [-5.7144, 4.8193, -7.9726], [-7.0597, 3.8207, -7.6769], [-6.6270, 3.2693, -5.5599], [-6.0500, 4.9088, -5.8827], [-3.7115, 4.5100, -5.9581], [-4.0302, 2.7433, -6.0776], [-2.1094, 3.9742, -4.0399], [-2.3936, 2.1165, -4.2290], [-2.6264, 2.9686, -2.7694], [-4.4591, 1.6592, -2.7143], [-5.1364, 1.3465, -4.2833], [-6.4403, 2.1063, -2.0735], [-7.1685, 2.5181, -3.4790], [-6.3979, 4.4055, -1.7641], [-6.8037, 4.6673, -3.4130], [-4.0398, 4.8694, -2.3320], [-4.7024, 5.5160, -3.8327], [3.7785, 2.0616, -2.2857], [2.9142, 3.2420, -2.7983], [3.7880, 4.0630, -3.7917], [3.1244, 5.4510, -4.2341], [1.6270, 5.1009, -4.5805], [3.3568, 6.5003, -3.0933], [4.4424, 7.4364, -3.6668], [5.0140, 6.8204, -4.9950], [3.7866, 6.1349, -5.4309], [4.4423, 2.3766, -1.4805], [4.3076, 1.5691, -3.1015], [3.2270, 1.2218, -1.8628], [2.5918, 3.8772, -1.9733], [1.9260, 2.9744, -3.1724], [3.7104, 3.4740, -4.7056], [4.7987, 4.1646, -3.3965], [1.1096, 6.0379, -4.7864], [1.1505, 4.7641, -3.6598], [1.6391, 4.3077, -5.3280], [2.4603, 7.1200, -3.1096], [3.3981, 6.0167, -2.1173], [4.0918, 8.4428, -3.8958], [5.3083, 7.6438, -3.0380], [5.4595, 7.6100, -5.6002], [5.7757, 6.1033, -4.6892], [3.0799, 6.8875, -5.7806], [3.9695, 5.4613, -6.2681], [0.3446, 6.7115, -1.8841], [-0.9200, 7.5643, -2.5496], [-1.2917, 8.7404, -1.8216], [-1.9174, 6.7720, -3.3654], [-0.1207, 8.3267, -3.7557], [-0.4510, 5.9909, -0.9386], [-1.3332, 4.8694, -1.3853], [-0.7507, 6.6691, 0.3399], [0.8686, 5.1338, -0.4833], [0.2665, -7.3248, -2.1363], [1.0355, -6.6313, -3.5186], [2.3699, -7.1414, -3.9157], [0.7520, -5.2059, -3.6397], [0.1678, -7.4063, -4.6532], [1.3026, -6.8401, -1.2652], [1.3284, -5.4293, -0.9273], [2.5862, -7.6195, -1.2163], [0.7796, -7.3741, 0.2040], [-3.6902, 1.3417, 5.6537], [-3.2596, 1.4725, 7.3037], [-2.9341, 2.7966, 7.7589], [-2.4984, 0.3814, 7.8546], [-4.7108, 1.2907, 7.9215], [-2.3131, 0.7976, 5.2770], [-2.2055, -0.6442, 4.9619], [-1.1018, 1.5147, 5.6289], [-2.3759, 1.4348, 3.8018], [5.4323, 0.6930, 2.4524], [4.7770, 0.0142, 1.2472], [3.8204, -1.1243, 1.4586], [5.5182, 0.0685, 0.0205], [3.7696, 1.2525, 1.0881], [6.1806, -0.6807, 3.1566], [7.1592, -1.3233, 2.3017], [5.4591, -1.6204, 4.0564], [7.0893, 0.1048, 4.2065], [1.6695, -0.0071, -6.5652], [0.6543, -0.3060, -5.5238], [1.0672, -0.6797, -4.1703], [-0.6379, -0.7887, -6.0667], [0.2498, 1.2635, -5.3363], [2.2578, -1.6300, -6.7989], [1.3050, -2.7016, -7.0574], [3.4191, -1.9073, -5.9218], [2.7910, -1.3364, -8.3311], [1.6538, -3.3830, 7.6647], [1.9592, -2.4316, 6.4579], [1.8801, -3.0595, 5.1087], [2.7853, -1.2182, 6.6324], [0.4927, -1.7532, 6.4756], [2.9601, -4.3711, 7.2368], [4.3055, -3.8340, 7.0058], [2.6607, -5.6300, 6.5789], [3.1103, -5.0484, 8.7084], [-4.9438, 1.3690, 1.8877], [-5.1300, 0.4473, 0.7757], [-3.9145, -0.0720, 0.1563], [-6.3705, 0.5021, -0.0060], [-5.4357, -0.7359, 1.8348], [-4.7379, 2.8064, 1.0207], [-6.0151, 3.4129, 0.6139], [-3.6887, 2.9030, 0.0618], [-4.2736, 3.8139, 2.2235], [-4.9902, -1.4995, -4.6151], [-4.9384, -1.8095, -2.9685], [-4.9700, -0.6751, -2.1325], [-4.2071, -2.9396, -2.4369], [-6.4539, -2.2006, -2.8270], [-3.5463, -1.4059, -4.8623], [-3.0494, -2.4577, -5.7317], [-2.6830, -0.7785, -3.8564], [-3.6299, -0.1999, -5.9620]],
  "forces_ev_per_a": [[1.6, 0.2, 0.0], [-1.7, -0.8, 0.6], [1.0, 0.4, -0.5], [1.8, 1.0, 1.9], [0.1, -1.7, -0.8], [0.1, 0.6, -0.1], [-2.7, 0.3, 0.0], [-0.6, 0.0, -0.1], [0.1, 0.1, -0.2], [-0.3, -0.1, -0.1], [-0.3, -0.5, -0.6], [0.8, 0.3, -0.3], [0.0, 0.1, 0.3], [1.0, -1.8, -0.3], [-0.4, 2.0, 0.2], [-2.0, -1.1, 0.1], [0.9, 0.3, 0.6], [1.1, 0.6, 1.0], [0.5, -1.8, 0.1], [-5.3, -2.6, -4.2], [4.9, 3.4, 6.2], [0.8, 0.6, -1.1], [-1.8, 0.2, -0.4], [-1.0, -0.1, -0.6], [0.1, 0.0, 0.7], [0.0, 0.1, 1.2], [0.5, -0.1, -0.2], [-0.4, 0.3, -0.3], [0.5, -0.1, -0.7], [-1.0, 0.4, -0.3], [0.4, -0.1, -0.7], [-0.4, 0.0, 0.0], [-0.2, -1.1, -0.8], [0.1, 0.3, -0.3], [-0.1, -0.1, -0.2], [1.0, -0.1, 0.0], [0.5, 0.8, 0.5], [-0.2, 0.1, 0.1], [0.2, 0.2, -0.8], [0.3, 0.1, -0.2], [-0.2, -0.1, 0.4], [0.2, -0.4, 0.0], [0.3, -0.8, 0.4], [-1.3, 0.9, 1.1], [1.6, -1.0, 0.6], [0.3, -0.5, -1.4], [-2.1, 0.9, 0.4], [-0.2, -0.1, 0.1], [0.4, -0.9, -0.8], [0.4, 0.6, 1.8], [-0.9, 1.0, -1.4], [0.1, 0.5, -0.5], [0.0, -0.6, 0.1], [0.4, 0.4, 0.2], [-0.4, 0.1, 0.3], [0.2, -0.1, -0.4], [0.0, -0.8, -0.6], [0.0, 0.3, 0.1], [0.2, -0.5, -0.7], [0.4, 0.6, 0.1], [0.4, -0.5, 0.2], [0.3, 0.1, 0.4], [-0.3, 0.3, 0.6], [0.2, 0.0, 0.3], [-0.3, 0.5, -0.3], [0.3, 0.3, -0.1], [-0.4, 0.0, -0.5], [0.8, -0.1, -0.2], [-0.2, -0.2, -0.1], [-0.4, -0.2, 0.7], [1.1, 2.2, -0.7], [-2.3, -2.1, 1.0], [1.2, 0.1, 0.2], [-0.2, 0.2, 1.6], [-0.1, 1.0, -0.3], [-1.1, -1.9, 0.0], [-0.3, 1.1, 0.1], [-2.4, -0.9, 0.3], [-0.4, 0.1, -0.5], [0.6, -0.2, -0.1], [0.0, -0.6, -0.7], [0.7, -0.4, 0.3], [-0.4, 0.0, 1.0], [0.0, 0.0, 0.5], [0.5, 0.1, 0.0], [0.0, -0.3, -0.6], [-0.1, 0.4, -0.8], [-0.1, 0.1, 0.2], [0.8, 0.5, -0.3], [0.2, 0.5, -0.5], [0.3, 0.6, 0.7], [0.2, 0.0, -0.8], [0.8, 0.5, 0.2], [0.2, 0.2, -0.2], [0.8, -0.8, -0.4], [0.4, -0.3, -0.3], [-0.5, -0.1, -0.1], [0.3, 0.6, 0.8], [-2.1, -0.2, -0.7], [0.4, -0.8, 0.7], [1.2, 0.9, 1.5], [-1.2, 0.7, -1.8], [1.9, 0.3, 0.1], [-0.1, 0.2, 2.8], [-0.8, -0.8, -1.5], [0.3, 0.1, -0.3], [0.4, 0.3, -0.1], [-0.4, 0.4, 0.0], [0.4, 0.1, 0.5], [0.5, -0.6, -0.7], [0.8, 0.1, -0.2], [-0.1, 0.4, -0.3], [0.2, -0.1, -0.7], [0.2, -0.2, -0.1], [-0.1, 0.4, -0.1], [-0.2, -0.4, 0.4], [0.5, 0.0, -0.3], [-0.6, -0.2, 0.1], [-0.2, -0.3, 0.5], [-0.4, -0.4, -0.3], [0.2, 0.0, -0.4], [-0.3, -0.1, 0.1], [-0.4, -0.5, 0.3], [0.8, 6.0, -7.6], [-1.6, 2.1, -5.3], [-0.4, -1.4, 0.3], [2.9, 2.0, 2.8], [0.5, -1.1, 0.3], [-3.4, -9.6, 11.3], [1.6, 3.1, 0.6], [-0.3, -0.9, -3.1], [0.0, -0.5, 0.3], [-3.0, -0.9, -6.9], [0.6, 0.1, -4.7], [-3.0, 1.3, 1.6], [0.2, -2.8, 0.1], [-0.3, 0.7, 1.1], [8.8, 0.8, 10.8], [0.4, -0.9, -1.0], [-2.6, 2.1, -0.8], [-1.2, -0.5, 0.0], [-0.1, 0.4, 5.1], [-1.8, 1.3, 1.7], [0.0, -0.6, -0.8], [-0.6, 0.3, -0.6], [-0.2, -0.3, -0.3], [4.3, -2.3, -6.6], [-0.3, 2.4, 1.3], [-0.6, -0.8, 1.6], [-0.6, -0.4, -1.3], [2.7, -3.0, 3.6], [-5.6, -1.9, -4.6], [3.3, 2.9, 0.0], [0.0, -0.3, 0.9], [-0.5, 0.5, -0.4], [1.1, -4.0, 3.1], [-1.4, 1.4, 0.1], [0.8, 3.4, -2.7], [-0.2, 0.9, -0.2], [4.1, -3.4, -2.8], [-6.9, 1.1, 4.1], [-0.5, 0.1, -2.1], [2.2, 0.1, 1.4], [0.1, 0.5, 0.5], [2.3, -0.9, -0.9], [1.2, 2.1, 0.8], [-2.6, 1.0, -2.5], [0.1, 0.0, 1.5], [3.7, -2.0, -1.1], [-3.3, 6.4, -4.5], [1.2, 0.5, 2.6], [-0.9, -3.1, -0.1], [0.4, -0.2, 0.3], [2.4, -4.1, 3.2], [-2.8, 0.0, 0.1], [-0.6, 1.3, -0.9], [0.0, 0.9, 0.3], [1.6, 8.2, 1.7], [-1.8, -8.7, -3.3], [-1.1, 1.1, -0.1], [2.0, 0.4, 0.5], [-0.4, -0.7, -0.6], [-2.4, 3.6, 2.2], [1.8, -1.3, 0.6], [0.5, -0.7, -0.1], [-0.3, -1.7, -1.0], [-4.1, -1.3, 3.1], [-2.9, -2.6, 5.5], [1.0, 1.8, -1.3], [-0.6, 1.2, -2.5], [0.0, -0.8, -1.1], [9.6, 4.7, -4.9], [-0.7, -0.2, 1.6], [-2.0, -2.0, -1.4], [-0.2, -0.7, 0.8]],
  "lowdin_spin": [0.000, 0.000, 0.000, 0.000, 0.000, 0.000, 0.000, 0.000, 0.000, 0.000, 0.000, 0.000, 0.000, 0.000, 0.000, 0.000, 0.000, 0.000, 0.000, 0.000, 0.000, 0.000, 0.000, 0.000, 0.000, 0.000, 0.000, 0.000, 0.000, 0.000, 0.000, 0.000, 0.000, 0.000, 0.000, 0.000, 0.000, 0.000, 0.000, 0.000, 0.000, 0.000, 0.000, 0.000, 0.000, 0.000, 0.000, 0.000, 0.000, 0.000, 0.000, 0.000, 0.000, 0.000, 0.000, 0.000, 0.000, 0.000, 0.000, 0.000, 0.000, 0.000, 0.000, 0.000, 0.000, 0.000, 0.000, 0.000, 0.000, 0.000, 0.000, 0.000, 0.000, 0.000, 0.000, 0.000, 0.000, 0.000, 0.000, 0.000, 0.000, 0.000, 0.000, 0.000, 0.000, 0.000, 0.000, 0.000, 0.000, 0.000, 0.000, 0.000, 0.000, 0.000, 0.000, 0.000, 0.000, 0.000, 0.000, 0.000, 0.000, 0.000, 0.000, 0.000, 0.000, 0.000, 0.000, 0.000, 0.000, 0.000, 0.000, 0.000, 0.000, 0.000, 0.000, 0.000, 0.000, 0.000, 0.000, 0.000, 0.000, 0.000, 0.000, 0.000, 0.000, 0.000, 0.000, 0.000, 0.000, 0.000, 0.000, 0.000, 0.000, 0.000, 0.000, 0.000, 0.000, 0.000, 0.000, 0.000, 0.000, 0.000, 0.000, 0.000, 0.000, 0.000, 0.000, 0.000, 0.000, 0.000, 0.000, 0.000, 0.000, 0.000, 0.000, 0.000, 0.000, 0.000, 0.000, 0.003, 0.000, 0.002, 0.013, 0.001, 0.000, 0.000, 0.001, 0.000, 0.000, 0.000, 0.000, 0.000, 0.000, 0.000, 0.000, 0.000, 0.000, 0.004, 0.000, 0.017, 0.000, 0.000, 0.000, 0.000, 0.000, 0.000, 0.352, -0.012, 0.109, 0.040, -0.006, -0.020, 0.362, 0.131, 0.005],
  "multiplicity": 2,
  "total_energy_ev": -344434.5475,
  "charge": -2
}